108
Properties=species:S:1:pos:R:3:lowdin_charge:R:1 method="wB97M-V/def2-TZVPD" homo_lumo_gap_ev=8.061 smiles="COCCNCCOC.COCCNCCOC.NC(N)=O.NC(N)=O.NC(N)=O.NC(N)=O.NC(N)=O.NC(N)=O.CO.CO"
C -4.448 7.369 4.487 -0.13
O -4.512 6.281 5.368 -0.17
C -5.039 5.109 4.789 -0.24
C -4.274 4.461 3.652 -0.24
N -2.910 4.100 3.998 -0.05
C -2.171 3.432 2.921 -0.20
C -0.980 4.240 2.429 -0.23
O -0.119 3.479 1.618 -0.17
C -0.689 3.163 0.375 -0.12
H -3.870 7.143 3.573 0.08
H -3.901 8.194 4.938 0.09
H -5.426 7.673 4.096 0.09
H -6.078 5.202 4.439 0.12
H -5.078 4.429 5.645 0.13
H -4.319 5.154 2.794 0.11
H -4.836 3.563 3.390 0.12
H -2.448 4.962 4.268 0.10
H -2.884 3.361 2.085 0.10
H -1.970 2.383 3.141 0.12
H -0.398 4.597 3.285 0.12
H -1.306 5.153 1.911 0.12
H -1.502 2.434 0.444 0.06
H 0.061 2.756 -0.302 0.07
H -1.139 4.033 -0.130 0.09
C -0.085 -3.773 5.430 -0.11
O -0.758 -4.569 4.491 -0.18
C -2.134 -4.666 4.701 -0.25
C -2.860 -5.052 3.431 -0.21
N -2.478 -4.194 2.315 -0.07
C -2.959 -4.746 1.040 -0.21
C -2.275 -4.026 -0.099 -0.24
O -0.897 -4.373 -0.083 -0.19
C -0.153 -3.544 -0.984 -0.08
H -0.221 -2.700 5.276 0.09
H 0.975 -4.022 5.379 0.09
H -0.386 -4.054 6.449 0.09
H -2.605 -3.720 5.015 0.12
H -2.325 -5.399 5.495 0.13
H -3.946 -4.994 3.515 0.12
H -2.607 -6.110 3.242 0.12
H -1.467 -4.176 2.197 0.11
H -4.048 -4.630 0.980 0.12
H -2.806 -5.828 0.923 0.12
H -2.446 -2.946 -0.091 0.11
H -2.705 -4.436 -1.027 0.12
H -0.628 -3.458 -1.963 0.09
H 0.790 -4.074 -1.110 0.09
H 0.026 -2.566 -0.532 0.06
C 3.906 -3.566 -3.373 -0.69
O 3.723 -4.262 -4.367 0.00
N 4.947 -3.758 -2.512 0.16
N 3.047 -2.573 -3.002 0.16
H 5.520 -4.571 -2.627 0.10
H 5.148 -3.077 -1.789 0.04
H 2.984 -2.313 -2.035 0.07
H 2.426 -2.257 -3.734 0.05
C 5.731 -0.828 -0.404 -0.66
O 6.204 -1.932 -0.635 0.01
N 5.311 0.029 -1.379 0.17
N 5.483 -0.391 0.862 0.16
H 4.937 0.915 -1.091 0.09
H 5.549 -0.107 -2.344 0.10
H 5.899 -0.825 1.664 0.10
H 4.929 0.426 1.047 0.10
C 1.557 0.063 -1.626 -0.63
O 2.041 -0.665 -0.765 0.00
N 0.212 0.269 -1.768 0.19
N 2.239 0.682 -2.626 0.20
H -0.389 -0.228 -1.134 0.10
H -0.133 0.940 -2.435 0.06
H 1.680 1.344 -3.128 0.04
H 3.236 0.556 -2.651 0.07
C -0.212 -1.675 -5.287 -0.66
O 0.785 -2.070 -4.727 0.05
N -0.615 -0.360 -5.269 0.15
N -1.046 -2.505 -5.981 0.15
H -0.115 0.163 -4.564 0.06
H -1.426 -0.024 -5.750 0.09
H -1.819 -2.207 -6.545 0.09
H -0.719 -3.447 -6.107 0.11
C 4.741 2.968 -4.816 -0.68
O 4.864 2.132 -3.941 0.02
N 4.553 4.296 -4.571 0.15
N 4.833 2.657 -6.152 0.16
H 4.483 4.577 -3.609 0.11
H 4.479 5.036 -5.244 0.10
H 4.460 3.320 -6.804 0.09
H 4.972 1.696 -6.405 0.11
C -3.080 -0.351 1.445 -0.67
O -3.097 0.515 0.592 0.01
N -4.202 -0.989 1.903 0.15
N -1.973 -1.065 1.859 0.16
H -4.153 -1.706 2.605 0.09
H -5.096 -0.676 1.578 0.10
H -1.052 -0.870 1.509 0.07
H -2.192 -2.020 2.103 0.05
C 0.873 3.419 -4.171 -0.08
O 0.058 2.220 -4.073 -0.18
H 0.348 4.237 -3.679 0.09
H 1.859 3.245 -3.755 0.06
H 0.947 3.642 -5.236 0.09
H -0.584 2.247 -4.786 0.08
C 2.161 -2.028 2.361 -0.16
O 1.221 -1.169 1.770 -0.15
H 3.154 -1.558 2.325 0.06
H 1.898 -2.199 3.402 0.06
H 2.298 -2.973 1.826 0.08
H 1.442 -0.966 0.843 0.01


21
Properties=species:S:1:pos:R:3:nbo_charge:R:1 method="wB97M-V/def2-TZVPD" homo_lumo_gap_ev=9.689 smiles="C=C/C=C/CCN.O" de_lowest_kj_mol=248.06
C -0.574 -0.770 -2.295 -0.22
C -0.792 -0.398 -0.823 -0.46
C 0.346 0.156 -0.022 -0.18
C 0.259 1.431 0.384 -0.23
C 1.264 2.078 1.272 -0.22
C 2.401 2.621 0.840 -0.38
N -0.047 -2.107 -2.492 -0.84
H 0.037 -0.062 -2.869 0.20
H -1.486 -0.614 -2.883 0.19
H -1.212 -1.241 -0.258 0.21
H -1.599 0.342 -0.800 0.20
H 1.293 -0.356 0.091 0.20
H -0.628 2.000 0.126 0.20
H 1.093 1.832 2.315 0.20
H 2.596 2.845 -0.198 0.20
H 3.156 2.903 1.563 0.20
H 0.908 -2.230 -2.195 0.36
H -0.644 -2.793 -2.025 0.35
H -2.478 -1.771 3.590 0.47
H -1.309 -1.324 2.728 0.47
O -2.109 -1.862 2.714 -0.94


49
Properties=species:S:1:pos:R:3:nbo_charge:R:1 method="wB97M-V/def2-TZVPD" charge=+1 homo_lumo_gap_ev="5.445 / 5.338" s2=6.08 multiplicity=5
C 3.950 -2.995 2.758 -0.26
O 2.935 -3.543 1.898 -0.48
C 1.753 -2.883 1.768 0.37
C 0.754 -3.500 0.974 -0.26
C -0.470 -2.899 0.814 -0.15
C -0.731 -1.637 1.369 -0.13
C -2.055 -0.989 1.100 0.43
C -2.094 0.454 1.104 -0.34
S -3.705 1.111 1.063 0.89
C -4.175 1.264 2.832 -0.73
C -3.307 2.867 0.759 -0.75
O -3.056 -1.660 0.785 -0.53
C 0.250 -1.029 2.168 -0.17
C 1.488 -1.625 2.369 -0.32
H 4.738 -3.743 2.735 0.22
H 4.321 -2.041 2.369 0.18
H 3.578 -2.864 3.780 0.19
H 0.994 -4.455 0.497 0.24
H -1.243 -3.388 0.217 0.24
H -1.342 1.071 1.599 0.24
H -5.135 1.795 2.835 0.26
H -4.310 0.256 3.240 0.27
H -3.422 1.828 3.395 0.25
H -4.273 3.385 0.765 0.27
H -2.648 3.250 1.546 0.25
H -2.851 2.952 -0.231 0.26
H 0.036 -0.067 2.634 0.20
H 2.250 -1.118 2.969 0.23
O 3.711 2.035 -4.799 -0.46
C 2.988 1.672 -3.961 0.57
Fe 1.611 1.635 -2.889 -0.10
C 1.516 3.377 -2.524 0.62
O 1.317 4.522 -2.496 -0.45
C 0.569 1.937 -4.256 0.57
O -0.002 2.324 -5.197 -0.47
C -0.879 0.787 -0.910 -0.25
C -1.077 -0.331 -1.711 -0.24
C -0.215 -0.774 -2.699 -0.14
C 1.134 -0.360 -2.954 -0.35
C 2.064 -0.121 -1.864 -0.21
C 1.673 0.781 -0.883 -0.29
C 0.400 1.435 -0.909 -0.27
H -1.734 1.436 -0.681 0.21
H -2.038 -0.861 -1.617 0.22
H -0.637 -1.495 -3.415 0.23
H 1.537 -0.758 -3.901 0.25
H 3.079 -0.540 -1.909 0.26
H 2.381 1.066 -0.093 0.25
H 0.372 2.433 -0.443 0.20


| no. | energy (eV) |
| --- | --- |
| 1 | -67179.940 |
| 2 | -9968.603 |
| 3 | -77563.218 |